P.
{
  "formula": "C5H13N2",
  "method": "the ωB97M-V functional and the def2-TZVPD basis",
  "orbital_gap_ev": 9.57,
  "spin_multiplicity": 1,
  "total_charge": 1,
  "symbols": ["C", "N", "C", "H", "H", "H", "H", "H", "H", "H", "H", "C", "C", "C", "N", "H", "H", "H", "H", "H"],
  "xyz": [[-1.26784, 0.31935, 1.80407], [-0.81010, -0.87278, 0.93702], [-0.05840, -1.90769, 1.67390], [-1.94724, 0.90817, 1.19890], [-1.77932, -0.12280, 2.66841], [-0.38747, 0.86174, 2.12113], [-0.21140, -0.54442, 0.08831], [-1.59675, -1.27160, 0.45742], [0.83900, -1.48006, 2.10082], [0.24785, -2.70944, 0.95953], [-0.72112, -2.32395, 2.45466], [0.46744, 0.50538, -2.05331], [-0.71675, 1.10159, -2.11014], [1.75055, 1.04486, -0.22122], [1.09059, 0.10321, -0.84832], [0.96091, 0.18939, -3.04081], [-1.49956, 0.87848, -1.38621], [-0.94416, 1.74750, -2.92801], [2.10384, 0.81965, 0.80731], [1.92200, 2.05345, -0.68212]],
  "nbo_charge": [-0.4055, -0.5436, -0.4260, 0.2362, 0.2335, 0.2285, 0.4685, 0.4208, 0.2296, 0.2458, 0.2332, -0.0495, -0.4407, 0.0174, -0.5007, 0.2393, 0.1798, 0.2382, 0.1906, 0.2044]
}



Q.
{
  "formula": "C5H13N2",
  "method": "the ωB97M-V functional and the def2-TZVPD basis",
  "orbital_gap_ev": 10.26,
  "spin_multiplicity": 1,
  "total_charge": 1,
  "symbols": ["C", "C", "C", "C", "C", "N", "N", "H", "H", "H", "H", "H", "H", "H", "H", "H", "H", "H", "H", "H"],
  "xyz": [[-0.31749, 2.48763, 0.08217], [-1.11742, -2.21922, -0.48245], [-1.18536, 1.25162, 1.78076], [2.11339, -0.19357, -0.90464], [0.27131, -1.88655, -0.86688], [-0.52113, 1.34137, 0.51314], [0.78521, -0.72599, -0.68522], [-0.64203, 3.37883, 0.53922], [0.21483, 0.00622, -0.26605], [0.37885, 2.54524, -0.69981], [-1.68800, -1.44765, 0.17634], [-0.99096, -3.16216, -0.02638], [-1.65851, -2.33065, -1.37233], [-1.28561, 2.37119, 2.06264], [-0.45258, 0.93342, 2.50983], [-2.19075, 0.81032, 1.77388], [2.33845, -0.04292, -1.96495], [2.88342, -0.99775, -0.59131], [2.28639, 0.68108, -0.28540], [0.77799, -2.80046, -1.29256]],
  "nbo_charge": [0.0148, -0.6816, -0.4525, -0.4493, 0.3030, -0.4609, -0.4399, 0.1751, 0.4522, 0.1704, 0.2490, 0.2561, 0.2669, 0.1833, 0.2276, 0.2295, 0.2467, 0.2374, 0.2415, 0.2308]
}



R.
{
  "formula": "C5H13N2",
  "method": "the ωB97M-V functional and the def2-TZVPD basis",
  "orbital_gap_ev": 10.43,
  "spin_multiplicity": 1,
  "smiles": "C=C(CCN)[NH2+]C",
  "total_charge": 1,
  "symbols": ["C", "C", "C", "C", "N", "N", "C", "H", "H", "H", "H", "H", "H", "H", "H", "H", "H", "H", "H", "H"],
  "xyz": [[0.19499, 0.63876, -2.09865], [0.02925, 0.52373, -0.77795], [1.03074, 1.22145, 0.19018], [1.00436, 0.65160, 1.64192], [0.87191, -0.82490, 1.60936], [-0.96286, -0.30060, -0.07780], [-1.78489, -1.20966, -0.86748], [-0.23417, -0.18984, -2.63652], [0.31180, 1.54205, -2.70281], [2.06406, 1.00109, -0.10601], [0.75647, 2.27955, 0.07435], [1.97189, 0.85681, 2.10850], [0.21512, 1.14170, 2.23828], [0.58343, -1.19477, 2.49134], [1.62631, -1.25104, 1.11422], [-1.41263, 0.37109, 0.50891], [-0.31210, -0.89226, 0.62340], [-1.20020, -2.06723, -1.15817], [-2.68379, -1.48795, -0.34578], [-2.06966, -0.80960, -1.82928]],
  "nbo_charge": [-0.3941, 0.1666, -0.4771, -0.2408, -0.8435, -0.5852, -0.4329, 0.2028, 0.2639, 0.2405, 0.2610, 0.2265, 0.2093, 0.4131, 0.4013, 0.4250, 0.4590, 0.2283, 0.2432, 0.2332]
}



S.
{
  "formula": "C5H13N2",
  "method": "the ωB97M-V functional and the def2-TZVPD basis",
  "orbital_gap_ev": 9.69,
  "spin_multiplicity": 1,
  "smiles": "C=C(N)C[C@@H](C)[NH3+]",
  "total_charge": 1,
  "symbols": ["C", "C", "N", "C", "C", "C", "N", "H", "H", "H", "H", "H", "H", "H", "H", "H", "H", "H", "H", "H"],
  "xyz": [[2.58885, 0.16792, -0.47807], [1.44645, -0.47999, -0.28706], [0.92661, -1.47463, -1.16558], [0.49938, -0.08441, 0.81848], [-0.97620, 0.04945, 0.40349], [-1.91147, 0.80929, 1.29862], [-1.10106, 0.51373, -1.01710], [2.79740, 1.02681, 0.14810], [3.31512, -0.10813, -1.22375], [0.58964, -2.26415, -0.62149], [1.63061, -1.82547, -1.80984], [0.49873, -0.88749, 1.55271], [0.85511, 0.80424, 1.32617], [-1.28193, -0.99282, 0.32326], [-1.88690, 1.88895, 1.15229], [-2.92204, 0.40933, 1.26184], [-1.67412, 0.62393, 2.35043], [-2.02879, 0.28108, -1.37179], [-0.38092, 0.01757, -1.57045], [-0.98449, 1.52480, -1.09027]],
  "nbo_charge": [-0.4223, 0.1315, -0.8652, -0.4625, -0.0370, -0.6520, -0.6879, 0.2180, 0.2203, 0.3808, 0.4033, 0.2418, 0.2408, 0.2114, 0.2295, 0.2429, 0.2596, 0.4388, 0.4760, 0.4321]
}



The energy of each structure relative to the most stable one, in eV, is as follows: P 2.260; Q 1.694; R 1.821; S 0.000.